Entry from the Open Molecules 2025 dataset: a cluster of 2 separate species, C5H8NO2 in total at a distorted geometry (the ωB97M-V functional and the def2-TZVPD basis).

**HOMO**: -0.4765 Ha
**Gap between HOMO and LUMO**: 9.1 eV
**Total charge**: +1
**Energy relative to the best compared isomer or geometry (same formula, charge and spin)**: 110.6 kcal per mole
**E_tot**: -10887.7133 eV

XYZ file:
```
16
Properties=species:S:1:pos:R:3:forces:R:3:lowdin_charge:R:1
C -1.375313 0.373720 0.040530 2.792 -3.874 -0.687 -0.207
C 1.718399 0.712790 -0.847822 1.053 0.078 0.288 -0.355
C -1.062863 0.041571 1.474387 3.093 2.406 -1.784 0.014
C -0.604587 -0.727153 0.269657 -2.360 2.554 -0.232 -0.151
C 1.985878 1.737118 -0.151744 0.736 4.646 -0.685 0.039
N -0.015933 -2.023501 -0.034716 -0.854 0.234 0.517 0.245
O -1.961935 1.163961 -0.798864 -0.232 0.779 0.034 0.176
O 1.812542 -0.224455 -1.495435 -0.820 -2.717 -1.744 0.157
H -0.308459 0.678380 1.946783 0.034 -0.024 0.051 0.096
H -1.826671 -0.067557 2.113221 -3.035 -1.501 2.111 0.061
H 2.390034 2.629925 -0.822049 -0.758 -1.977 1.530 0.152
H -1.720016 1.046539 -1.738840 -0.042 -0.280 0.563 0.165
H 1.607797 1.998410 0.804340 -0.200 -0.060 0.594 0.055
H 0.543858 -2.041188 -0.927065 0.009 0.006 1.261 0.183
H -0.794556 -2.668218 -0.093219 -0.373 -0.541 -0.750 0.170
H 0.391503 -2.349585 0.865553 0.957 0.272 -1.068 0.201
```
Forces are in eV/Å.

***

Entry from the Open Molecules 2025 dataset: the molecule C2H4S4 at a distorted geometry (the ωB97M-V functional and the def2-TZVPD basis).

**HOMO**: -0.3268 Ha
**Gap between HOMO and LUMO**: 7.8 eV
**Total charge**: 0
**Energy relative to the best compared isomer or geometry (same formula, charge and spin)**: 31.0 kcal per mole
**E_tot**: -45477.3359 eV

XYZ file:
```
10
Properties=species:S:1:pos:R:3:forces:R:3:lowdin_charge:R:1
C 0.655995 0.404824 0.610770 -0.043 -1.122 -0.189 -1.122
C 1.121201 0.054499 -0.588164 -0.346 1.049 3.865 -0.089
S -1.056010 0.479269 0.956669 -0.925 0.158 -0.574 0.563
S 1.554473 0.462687 2.138550 -0.084 0.000 0.064 0.723
S -1.994848 -0.744812 -0.713994 3.156 0.304 -0.192 0.156
S -2.723000 0.277763 -2.127929 -0.346 0.632 -1.041 0.061
H 0.589997 0.167111 -1.417576 -2.445 0.135 -3.365 -0.002
H 2.078303 -0.243150 -0.667543 3.297 -0.778 -0.415 0.022
H 2.702376 -0.047733 1.687515 0.144 0.045 -0.189 -0.128
H -2.928488 -0.810457 0.121703 -2.406 -0.422 2.037 -0.184
```
Forces are in eV/Å.

***

Entry from the Open Molecules 2025 dataset: a structure of composition C4H5NO (the ωB97M-V functional and the def2-TZVPD basis).

**HOMO (alpha / beta)**: -0.3440 / -0.3440 Ha
**Gap between HOMO and LUMO (alpha / beta)**: 8.8 / 8.9 eV
**Total charge**: 0
**Energy relative to the best compared isomer or geometry (same formula, charge and spin)**: 162.0 kcal per mole
**E_tot**: -7759.5010 eV

XYZ file:
```
11
Properties=species:S:1:pos:R:3:forces:R:3:lowdin_charge:R:1
O 0.515731 0.370300 1.632636 0.166 0.173 0.004 0.046
C 0.202801 -0.291427 0.465250 0.013 -0.015 -0.115 -0.528
C -0.557027 0.365157 -0.670574 -0.261 -0.016 -0.068 -0.071
C -1.293871 -0.527954 0.287355 -0.127 -0.150 0.032 -0.040
C 1.347325 -0.475007 -0.379460 0.286 0.526 -0.473 -0.114
N 1.934279 0.279919 -1.110889 -0.307 -0.514 0.397 0.105
H 1.175210 1.051565 1.422457 -0.108 -0.073 0.111 0.119
H 0.806679 1.052071 -1.166036 0.026 -0.132 0.120 0.187
H -0.494249 -0.191437 -1.604361 0.078 0.053 0.101 0.085
H -1.817810 -0.126436 1.152284 0.132 -0.036 -0.141 0.108
H -1.678923 -1.482894 -0.066892 0.100 0.184 0.031 0.103
```
Forces are in eV/Å.

***

Q: Which value of energy relative to the best compared isomer or geometry (same formula, charge and spin) does entry 3 give?
A: 162.0 kcal per mole

***

Q: Among the records above, which one has the lowest energy relative to the best compared isomer or geometry (same formula, charge and spin)?
A: C2H4S4